[1]
22
Properties=species:S:1:pos:R:3:forces:R:3:lowdin_spin:R:1 method="wB97M-V/def2-TZVPD" gap_ev="10.70 / 5.50" relative_energy_kj_mol=98.5 total_charge=+2 s_squared=0.7532 homo_energy_ev="-18.32 / -18.32" energy_ha=-763.4996 spin_multiplicity=2
C 0.38932 0.33967 -2.03838 -1.3 0.3 -0.8 0.001
O 1.59490 -0.20401 -2.46325 0.7 0.2 0.5 0.000
C 0.09935 0.06109 -0.55753 1.5 -1.1 0.2 0.011
C -1.22082 0.45968 0.15008 0.9 -0.2 -0.5 0.018
C -2.22416 -0.68363 0.16957 -0.5 -0.7 -1.4 0.085
S -1.79362 -2.11826 1.20149 0.0 0.4 0.0 0.813
N 1.30047 0.65719 0.19507 -1.1 -1.2 0.2 0.001
H -0.48148 -0.02743 -2.60702 0.2 -0.1 0.0 0.000
H 0.50608 1.38945 -2.32776 -0.4 0.1 0.5 0.001
H 1.70943 -1.14524 -2.32159 -0.3 -0.4 -0.2 0.000
H 0.20928 -1.03659 -0.52073 0.2 0.2 0.4 0.008
H -1.63483 1.25194 -0.47935 -0.4 0.3 0.7 0.000
H -0.95496 0.74212 1.17035 -0.4 0.6 -0.1 0.001
H -2.36418 -1.04807 -0.85662 0.2 -0.2 0.2 0.002
H -3.26616 -0.43021 0.42606 0.3 0.3 0.6 0.032
H -1.92562 -3.11545 0.29307 -0.2 0.0 0.0 0.027
H 2.13888 0.61087 -0.38884 -0.1 0.6 -0.4 0.000
H 0.96240 1.57399 0.47315 1.0 0.6 0.0 0.000
H 1.57917 0.18411 1.08119 -0.4 0.4 0.0 0.000
H 1.08090 0.49637 3.36401 0.4 0.0 1.2 0.000
H 2.55719 1.12913 3.21852 1.0 0.1 1.4 0.000
O 1.73846 0.91325 2.81853 -1.3 -0.2 -2.3 0.000


[2]
22
Properties=species:S:1:pos:R:3:forces:R:3:lowdin_charge:R:1 method="wB97M-V/def2-TZVPD" gap_ev=7.51 relative_energy_kj_mol=183.5 total_charge=-1 homo_energy_ev=-3.91 energy_ha=-441.2489
C 3.34985 0.32538 -0.04218 0.5 -0.1 -0.6 -0.177
N 1.95053 0.43063 -0.41047 -0.2 0.6 -0.2 -0.249
C 1.25771 1.20295 0.73255 0.9 -3.6 -1.5 -0.041
C 1.44954 -0.94437 -0.61807 -0.2 -0.5 0.5 -0.228
C -0.07843 -1.10580 -0.44555 1.0 1.9 0.3 -0.243
O -0.23244 -1.22880 0.98006 2.4 -3.1 -1.8 -0.094
H 3.93756 -0.31465 -0.72646 -0.5 0.1 0.0 0.078
H 3.42216 -0.13378 0.93628 0.3 -0.3 0.7 0.066
H 3.91266 1.26981 -0.00314 -0.6 0.1 -0.1 0.074
H 0.21303 1.36024 0.49767 -0.1 0.4 0.2 0.050
H 1.90195 2.01116 0.89970 0.4 1.6 0.2 0.048
H 1.38731 0.46228 1.52818 -0.6 0.6 0.7 0.077
H 1.81054 -1.36342 -1.57096 -0.1 0.5 0.0 0.102
H 1.88819 -1.62357 0.16540 -0.2 0.3 -0.4 0.113
H -0.47194 -1.96396 -0.99921 0.1 -0.1 0.1 0.098
H -0.60869 -0.13888 -0.78233 0.5 -1.6 0.4 0.116
H -4.17095 -0.05010 -1.72907 -0.5 0.0 -0.1 -0.004
H -3.73060 0.43248 -0.40420 -0.9 0.3 0.3 -0.001
O -4.59889 0.30286 -0.93729 1.8 -0.1 0.3 -0.164
H -0.88760 -0.62918 1.12910 -3.8 3.3 1.3 -0.041
H -2.11149 1.77769 0.86002 -0.2 -1.9 -0.4 -0.083
O -2.17090 0.80350 0.62120 0.0 1.5 0.2 -0.498


[3]
22
Properties=species:S:1:pos:R:3:forces:R:3:lowdin_spin:R:1 method="wB97M-V/def2-TZVPD" gap_ev="9.80 / 5.51" relative_energy_kj_mol=308.1 s_squared=0.7549 homo_energy_ev="-9.27 / -9.26" energy_ha=-441.1135 spin_multiplicity=2
C 1.85771 -2.05505 -0.21266 0.9 0.9 0.5 0.000
N 1.94875 -0.55574 -0.37301 -1.4 -1.2 0.6 0.015
C 0.62612 -0.07171 -0.80382 0.0 0.6 1.2 0.002
C 0.57903 1.44886 -0.56910 -0.9 -0.7 -0.9 0.026
C 0.49237 1.86490 0.90666 1.2 -1.7 0.0 0.118
O -0.75982 1.86300 1.40458 0.6 0.9 0.3 0.715
H 2.21815 -2.49130 -1.11663 0.4 -0.5 -0.6 0.000
H 0.90017 -2.53941 -0.00005 -0.3 0.7 0.1 0.000
H 2.51964 -2.29135 0.61805 0.2 -0.4 -0.2 0.000
H 2.09231 -0.17991 0.57152 0.1 -0.2 -0.4 0.003
H -0.18591 -0.56858 -0.25872 -0.1 0.0 0.0 0.002
H 0.48281 -0.30392 -1.84229 0.0 0.0 -0.6 0.001
H 1.43812 1.77691 -1.19182 -0.5 0.8 0.9 0.005
H -0.39416 1.85210 -0.91120 0.7 -0.1 -0.7 0.001
H 0.96570 0.99669 1.54122 -0.4 1.0 -0.5 0.092
H 1.02496 2.76355 1.15690 0.3 0.5 0.3 0.011
H -3.20675 0.96413 0.72780 -0.4 -0.1 0.2 0.001
H -1.59322 1.01404 1.01189 -2.7 -2.4 0.0 -0.001
O -2.58049 0.27540 0.97391 2.0 2.9 0.5 0.008
H -2.97825 -0.86297 0.22372 1.2 -2.0 -2.3 0.000
H -2.62543 -1.23941 -1.34721 -0.1 0.2 0.0 0.000
O -2.82180 -1.66024 -0.50974 -0.7 0.7 1.5 0.001


[4]
22
Properties=species:S:1:pos:R:3:forces:R:3:lowdin_spin:R:1 method="wB97M-V/def2-TZVPD" gap_ev="5.54 / 8.59" relative_energy_kj_mol=156.0 s_squared=0.7595 homo_energy_ev="-4.91 / -7.96" energy_ha=-441.1715 spin_multiplicity=2
C 1.41455 0.19605 2.32252 -0.9 -0.1 0.3 0.017
C 0.47818 -0.64400 1.45740 0.7 1.6 0.6 0.092
C 0.08655 -0.14186 0.28652 -0.3 -1.8 -1.1 -0.007
N -0.69164 -0.91783 -0.61460 -0.1 0.6 2.0 0.228
C -0.54382 -0.85500 -1.94511 0.5 0.6 -2.1 0.549
H 2.37892 0.43378 1.87311 0.1 -0.4 0.0 0.003
H 0.98268 1.17401 2.55799 -0.1 -0.1 0.1 0.004
H 1.52663 -0.33256 3.27001 0.5 0.2 0.0 0.000
H 0.12408 -1.55740 1.90864 -0.1 -0.3 -0.4 0.007
H 0.47818 0.79243 -0.09598 -0.1 0.0 -0.1 -0.001
H -1.32143 -1.54530 -0.12198 0.2 0.0 -0.6 0.002
H -1.03312 -1.42842 -2.71696 -0.6 -0.4 0.7 0.053
H 0.20209 -0.19333 -2.35783 0.1 0.1 0.4 0.045
H -3.47256 -1.03364 0.73054 0.0 0.0 0.0 0.000
H -3.19410 -1.97222 1.92715 0.3 0.3 -0.6 0.000
O -2.79723 -1.59708 1.11926 -0.5 -0.4 0.7 0.001
H 2.99308 0.38840 -1.09614 0.3 0.3 0.5 0.000
H 3.04409 0.15839 -2.59963 -0.1 0.0 0.2 0.000
O 2.51873 -0.02049 -1.80989 -0.1 -0.2 -0.7 0.006
H -1.25037 3.30932 -0.38775 -0.4 0.0 0.1 0.000
H -0.18188 3.96561 -1.25805 -0.1 -0.4 0.3 0.000
O -0.31713 3.27739 -0.58504 0.5 0.4 -0.4 0.002


[5]
22
Properties=species:S:1:pos:R:3:forces:R:3:lowdin_charge:R:1 method="wB97M-V/def2-TZVPD" gap_ev=11.00 relative_energy_kj_mol=114.6 total_charge=+1 homo_energy_ev=-14.13 energy_ha=-441.0147
C 2.08806 0.00725 -1.70948 -1.6 -0.3 -0.5 -0.193
O 2.15223 1.36411 -1.33088 0.1 -0.2 1.0 -0.039
C 0.74306 -0.62369 -1.21351 0.8 0.7 0.7 -0.242
C 0.66127 -0.53287 0.33070 -0.8 -1.4 0.4 -0.107
C -0.75905 -0.34870 0.95286 0.7 0.4 -0.6 -0.208
O -1.73465 -1.02343 0.16066 0.0 0.1 -0.4 -0.074
N -0.33974 0.20824 -1.85993 1.1 0.8 1.7 0.226
H 2.87335 -0.67139 -1.39267 0.5 0.4 0.1 0.138
H 2.04203 0.08871 -2.80163 0.4 -0.5 0.1 0.134
H 2.30488 1.43468 -0.36960 0.1 0.1 -0.6 0.105
H 0.63449 -1.66337 -1.50181 -0.1 0.1 -0.4 0.154
H 1.40103 0.14260 0.75018 -0.2 0.2 0.1 0.112
H 0.91286 -1.52708 0.71524 0.6 0.1 -0.3 0.129
H -1.00619 0.71532 0.95164 -0.4 -0.2 0.1 0.124
H -0.79433 -0.72806 1.97174 0.2 0.3 0.1 0.126
H -1.53980 -1.97113 0.11165 -0.1 0.2 0.3 0.117
H -1.24248 -0.01164 -1.42281 -0.5 -0.7 -0.7 0.142
H -0.13443 1.14967 -1.49465 0.1 0.1 -0.5 0.167
H -0.17724 0.22502 -2.85896 -0.9 -0.1 -0.3 0.172
H -2.28947 1.88135 4.27831 -0.1 -1.2 -0.3 0.062
H -3.36137 0.93905 3.74357 -0.3 -0.1 0.0 0.029
O -2.43453 0.94536 3.98937 0.4 1.4 0.2 -0.076


[6]
22
Properties=species:S:1:pos:R:3:forces:R:3:lowdin_charge:R:1 method="wB97M-V/def2-TZVPD" gap_ev=11.43 relative_energy_kj_mol=291.4 total_charge=+1 homo_energy_ev=-14.65 energy_ha=-440.9474
O -0.20736 -1.38504 2.26538 0.2 -0.3 1.8 0.089
C -1.15064 -0.76372 1.90585 -1.4 0.5 -2.9 -0.144
C -1.11831 -0.33750 0.34280 4.2 3.1 3.7 -0.154
N 0.41565 -0.68709 -0.06622 -4.0 -2.0 4.7 0.039
C 0.58508 -1.99179 -0.60238 -0.7 -4.3 4.4 -0.021
C -1.29218 1.21253 0.38468 -1.3 -2.1 0.6 -0.028
H -2.03696 -0.31777 2.47801 1.2 -0.8 -0.2 0.171
H -1.69044 -0.69416 -0.36753 -3.0 -2.6 -3.1 0.087
H 0.84104 0.04233 -0.45612 2.1 3.9 -2.9 0.044
H 0.80732 -0.73851 0.88202 0.2 0.0 0.0 0.140
H 0.37828 -2.03128 -1.59363 0.0 -0.2 -3.0 0.063
H -0.21732 -2.68087 -0.06453 1.2 1.5 -1.3 0.150
H 1.46968 -2.56692 -0.16091 -0.5 1.4 -1.4 0.144
H -0.61359 1.41573 1.22420 -0.8 1.5 -0.2 0.092
H -2.43540 1.42570 0.44082 2.2 -0.1 0.7 0.143
H -0.97936 1.59208 -0.55101 0.6 0.7 -0.8 0.037
H 2.05317 2.69078 0.17325 -0.4 -1.4 -0.8 0.105
H 2.03682 2.42494 -1.29565 0.2 0.6 -1.3 0.028
O 1.83370 1.97830 -0.49392 0.2 0.8 2.3 -0.047
H -0.29646 1.01220 -3.46672 2.1 0.2 2.2 0.134
H 1.07798 1.04421 -2.58551 4.8 -0.3 -1.2 -0.044
O 0.19265 1.09100 -2.56882 -6.9 0.0 -1.2 -0.028